1.
ORCA calculation (the ωB97M-V functional and the def2-TZVPD basis) on 6 unconnected molecules or ions with the total composition C24H49N7O11P at a distorted geometry.

Calculated values
calculated total energy = -2494.8456 a.u.
total charge = +1

Structure (XYZ):
```
92
Properties=species:S:1:pos:R:3:forces:R:3:lowdin_charge:R:1
C 0.137721 0.251166 5.387296 4.114 -2.904 -8.982 0.1190
C 0.596747 -0.194848 4.111024 -2.645 3.331 8.440 -0.0298
C 1.280067 -0.496160 2.651429 1.095 1.681 1.831 -0.2114
N 0.826414 -1.869499 2.158730 0.348 -0.423 1.519 0.0862
C 1.646364 -2.413612 1.004752 2.419 -1.944 -4.443 -0.3992
C 2.970829 -3.290522 1.477192 0.859 -0.048 0.518 -0.0444
C 0.675257 -3.480137 0.170775 -1.921 1.382 -0.866 -0.0914
C -0.569635 -2.981522 -0.534509 1.760 -1.014 1.953 0.0019
C 2.254116 -1.212459 0.013181 -0.361 2.192 1.864 -0.4109
P 2.713081 -1.864210 -1.722152 0.804 -1.043 -0.467 0.9246
C 1.556379 -1.196866 -3.088013 -0.874 1.156 -0.567 -0.3185
C 4.463548 -1.130247 -2.123458 1.037 1.525 0.152 -0.4132
C 4.498506 0.514842 -2.084598 0.202 0.051 0.185 -0.1797
C 1.259151 0.097340 0.005884 0.380 -0.399 0.387 -0.1622
C 1.122872 0.703812 1.546452 0.112 0.729 -0.388 -0.2187
C -0.185473 1.670099 1.743686 -0.351 0.626 -0.129 -0.1277
C -1.626940 0.978230 1.384431 -0.668 0.292 1.014 -0.1892
N -2.036027 1.058350 -0.069524 -2.063 0.601 0.034 -0.1410
C -3.413674 0.371319 -0.174784 -1.352 -0.223 -0.153 -0.2419
C -4.036270 0.383346 -1.691075 -0.635 -0.572 -0.441 -0.1036
C -2.297466 2.474088 -0.533566 -2.491 4.783 0.757 -0.3013
C -1.184941 3.097865 -1.615504 0.973 -0.666 1.014 -0.0241
O -3.297013 3.271004 -0.137958 5.763 -5.343 -2.134 -0.0224
H 0.007967 0.652343 6.500808 0.178 -1.245 -3.069 0.0882
H 2.451054 -0.609769 2.852811 -2.659 0.115 -0.288 0.1796
H 1.001015 -2.529248 2.975819 -0.471 0.768 -1.035 0.1713
H -0.208378 -1.879484 2.005597 0.954 -0.017 -0.417 0.1531
H 2.923327 -4.424773 1.152424 -0.223 2.426 0.759 0.1035
H 3.972886 -2.868437 0.984340 -2.426 -0.783 1.042 0.1005
H 3.157495 -3.254621 2.645661 -0.497 -0.074 -2.245 0.0995
H 0.980961 -4.633956 0.186078 -1.447 2.596 1.122 0.1264
H -1.606167 -3.258541 -0.013411 2.147 -0.630 -2.426 0.0722
H -0.533145 -2.313724 -1.497748 -0.111 -0.202 2.828 0.0613
H 3.257620 -0.854792 0.551542 -1.972 -0.740 -1.272 0.1216
H 0.905601 -0.263046 -2.774357 1.397 -1.716 -0.645 0.0443
H 2.248048 -0.869098 -3.988708 -1.520 -0.774 1.777 0.0662
H 0.783542 -2.024119 -3.434886 1.877 1.579 0.705 0.0529
H 4.854853 -1.484849 -3.172350 -1.052 0.406 2.051 0.0938
H 5.263868 -1.497101 -1.319030 -1.938 0.533 -1.666 0.0940
H 4.058699 0.827130 -1.021359 0.957 -0.326 -2.395 0.0639
H 5.611911 0.917114 -2.173211 -2.389 -0.924 0.291 0.0650
H 3.877624 1.010372 -2.974363 1.176 -1.174 2.072 0.0886
H 1.766043 0.927465 -0.645782 -1.133 -1.566 1.163 0.1120
H 0.237511 -0.223969 -0.465689 1.781 0.885 1.056 0.0932
H 2.078400 1.406559 1.682377 -2.061 -1.670 -0.034 0.1663
H -0.003577 2.622638 1.047245 -0.497 -2.147 1.386 0.1319
H -0.293986 2.123044 2.840906 0.561 -1.275 -2.324 0.1271
H -2.512403 1.485155 2.004148 2.059 -0.923 -0.944 0.1438
H -1.677362 -0.174596 1.688303 0.318 2.350 -0.703 0.1181
H -3.356628 -0.747081 0.175487 0.333 2.139 -0.648 0.1113
H -4.180263 0.911461 0.562878 1.575 -1.098 -1.566 0.1326
H -4.849268 -0.485172 -1.768675 1.756 1.883 0.293 0.0941
H -3.248370 0.142029 -2.544772 -1.459 0.618 1.992 0.0945
H -4.613182 1.375188 -1.970324 1.434 -1.947 0.694 0.0687
H -0.184460 2.452991 -1.543612 -2.271 1.168 -0.135 0.0661
H -0.851520 4.198331 -1.296669 -1.252 -2.362 -0.828 0.1080
H -1.540415 3.023908 -2.727956 0.386 0.296 2.249 0.0939
C -3.986093 5.457632 -3.818800 -0.019 -0.313 -0.260 0.0064
N -2.992451 5.781873 -4.877707 0.691 0.266 -0.693 -0.4241
O -2.865948 4.970851 -5.802490 0.072 1.220 1.140 0.0470
O -2.367678 6.841254 -4.750518 -0.709 -1.510 -0.372 0.0455
H -4.458411 4.502430 -4.057969 0.336 0.422 -0.125 0.0730
H -3.448433 5.395143 -2.870382 -0.140 0.154 -0.139 0.0960
H -4.725865 6.260583 -3.803994 0.263 -0.132 0.060 0.1046
C -7.586093 3.240444 -1.451612 -0.242 -0.253 0.098 0.0471
N -6.592451 3.564686 -2.510519 0.538 0.183 -0.637 -0.3971
O -6.465948 2.753664 -3.435302 0.118 1.281 1.169 0.0566
O -5.967678 4.624067 -2.383331 -1.227 -1.708 0.012 0.0279
H -8.058411 2.285242 -1.690781 0.192 0.258 -0.061 0.0987
H -7.048433 3.177956 -0.503195 -0.070 0.184 -0.171 0.1019
H -8.325865 4.043395 -1.436806 0.237 -0.069 0.071 0.1059
C -2.559543 -4.665966 2.864841 -0.258 -0.129 -0.252 0.0453
N -1.116591 -4.942512 3.099683 0.824 -0.570 -0.299 -0.4137
O -0.500247 -5.531712 2.204168 -0.668 0.998 1.565 0.0535
O -0.643616 -4.560327 4.176268 -0.257 -0.298 -1.441 0.0303
H -2.838787 -5.055207 1.883408 0.191 0.027 0.249 0.1004
H -3.123896 -5.167902 3.653540 0.126 0.222 -0.057 0.1107
H -2.698374 -3.583658 2.904174 -0.002 -0.175 0.188 0.0959
C 6.536318 4.114321 -3.990682 -0.089 0.176 -0.303 0.0399
N 7.077616 2.797187 -3.559525 0.439 -0.944 0.031 -0.4294
O 7.218854 1.930873 -4.430464 -0.183 1.062 1.497 0.0547
O 7.345330 2.670300 -2.359094 -0.364 -0.026 -1.633 0.0323
H 6.347008 4.083760 -5.065821 0.102 -0.110 0.291 0.0986
H 5.608659 4.285422 -3.440544 0.261 0.009 0.017 0.1001
H 7.285161 4.872390 -3.752403 -0.190 -0.147 0.094 0.1046
C 1.659742 -5.062313 6.328033 -0.056 0.047 -0.308 0.0164
N 2.376525 -6.082306 7.140177 0.668 -0.892 0.696 -0.4252
O 2.930342 -7.004331 6.530144 -0.749 1.274 1.003 0.0579
O 2.362865 -5.928477 8.366944 0.060 -0.300 -1.847 0.0571
H 1.753802 -5.322033 5.271438 -0.007 -0.063 0.333 0.0786
H 0.612073 -5.072745 6.635866 0.248 0.081 0.018 0.0953
H 2.123598 -4.094717 6.530041 -0.152 -0.161 0.129 0.0985
```
Forces are in eV/Å.



2.
ORCA calculation (the ωB97M-V functional and the def2-TZVPD basis) on a molecular structure, C24H50Cl2O4P2PdSi2 at a distorted geometry.

Calculated values
calculated total energy = -3555.0239 a.u.
total charge = 0
spin multiplicity = 5

Structure (XYZ):
```
85
Properties=species:S:1:pos:R:3:forces:R:3:lowdin_charge:R:1
Pd 0.375241 0.653678 -0.808868 0.705 -1.214 -0.495 0.7347
C -2.567228 -0.515958 -1.167810 0.117 -0.155 -0.032 -0.1281
C -2.242782 0.757745 -1.664010 -0.203 -0.448 -0.539 -0.2731
C -1.000101 0.615439 -2.424259 -0.312 -1.146 0.257 -0.2669
Si -3.069795 2.327622 -1.118217 0.732 -0.070 0.197 0.5102
C -0.571153 -0.772586 -2.287786 -0.090 1.226 -0.409 -0.2137
C -1.562910 -1.457886 -1.484391 -0.606 -0.128 -0.166 -0.2605
Si -1.716520 -3.255520 -0.977292 0.355 0.682 0.022 0.5307
H -3.482243 -0.759543 -0.629070 0.325 0.165 0.135 0.0983
H -0.608934 1.322063 -3.150450 -0.104 -0.145 0.099 0.0943
H 0.209081 -1.235675 -2.889694 -0.330 0.166 0.154 0.0906
Cl 3.270143 0.913531 0.516095 0.008 -0.191 -0.498 0.4495
C -3.474466 -3.662517 -0.494587 -0.079 0.026 0.032 -0.1741
C -1.191747 -4.341092 -2.401594 -0.113 -0.257 -0.096 -0.1698
C -4.772708 2.001093 -0.432047 -0.156 -0.038 0.011 -0.1743
C -3.133562 3.550598 -2.524245 -0.265 0.160 -0.112 -0.1715
H -2.011593 -4.319849 -3.134398 0.221 -0.107 0.086 0.0427
H -1.056816 -5.376352 -2.057481 -0.023 0.148 -0.201 0.0386
H -0.277607 -4.014156 -2.909852 -0.238 -0.116 0.097 0.0264
H -3.733431 -3.218126 0.476997 0.015 -0.121 -0.251 0.0386
H -3.596803 -4.753133 -0.426705 -0.035 0.257 0.029 0.0382
H -4.170375 -3.280123 -1.254115 0.104 -0.131 0.189 0.0403
H -3.805610 3.148747 -3.295942 0.130 0.167 0.097 0.0392
H -2.159621 3.743814 -2.988729 -0.213 -0.044 0.127 0.0214
H -3.551670 4.504392 -2.170177 0.110 -0.157 -0.173 0.0379
H -5.360017 1.393690 -1.133155 0.056 0.135 0.140 0.0380
H -5.300550 2.950860 -0.273241 0.052 -0.208 0.006 0.0355
H -4.720492 1.469171 0.527037 -0.017 0.102 -0.204 0.0356
C -0.618602 -3.538503 0.552518 0.040 -0.574 0.166 -0.2916
C -1.946173 2.933318 0.292726 -0.875 0.548 0.268 -0.3719
P 0.943734 -2.654653 0.506751 -0.291 1.071 0.060 0.7732
H -0.451708 -4.620708 0.671404 -0.067 0.206 0.002 0.0587
H -1.146886 -3.183787 1.457715 0.208 -0.108 -0.315 0.0593
P -0.175938 2.725281 0.035614 -0.105 0.294 -0.341 0.8149
H -2.201950 2.331975 1.185777 0.079 0.191 -0.342 0.0568
H -2.193446 3.985906 0.505930 -0.014 -0.196 0.107 0.0469
C 0.529063 3.921355 1.450504 0.048 0.849 -0.218 -0.4144
C 0.345362 3.793187 -1.415272 -0.053 0.652 -0.062 -0.5342
C 1.743536 -2.992502 -1.105819 -0.116 -0.054 0.193 -0.4831
C 2.103841 -3.210077 1.802750 0.337 -0.113 -0.131 -0.4578
C 2.405056 -2.139443 2.854229 -0.007 0.250 0.010 -0.0916
H 3.038397 -3.409004 1.255333 -0.166 0.009 0.123 0.1010
C 1.641750 -4.493376 2.479516 0.160 -0.248 0.271 -0.1088
H 0.720284 -4.314610 3.048696 0.156 -0.107 -0.156 0.0797
H 2.418615 -4.805822 3.189468 -0.200 -0.014 -0.087 0.0858
H 1.487321 -5.317635 1.776471 -0.046 0.079 0.085 0.0684
H 2.669075 -1.175971 2.402779 -0.115 -0.204 0.062 0.0468
H 3.251224 -2.479436 3.465197 -0.158 0.033 -0.083 0.0876
H 1.541599 -1.992067 3.510498 0.259 0.007 -0.149 0.0472
H 0.949113 -2.878970 -1.854643 0.188 -0.037 0.270 0.0534
C 2.286340 -4.424359 -1.176178 0.032 -0.190 -0.206 -0.0967
C 2.821851 -1.960223 -1.407822 0.307 -0.005 -0.089 -0.1454
H 1.508649 -5.184981 -1.022192 0.139 0.136 0.023 0.0707
H 3.094380 -4.592727 -0.450031 -0.231 0.031 -0.204 0.0750
H 2.711401 -4.587622 -2.178633 -0.118 0.005 0.295 0.0876
H 2.390156 -0.952236 -1.524565 0.119 -0.136 0.177 -0.0111
H 3.316700 -2.221736 -2.352299 -0.024 -0.018 0.135 0.0824
H 3.587689 -1.925729 -0.621054 -0.132 0.037 -0.146 0.0677
H -0.190311 3.359702 -2.280745 0.211 0.083 0.336 0.0711
C 1.851739 3.636019 -1.646838 0.067 0.079 -0.287 -0.1530
C -0.042234 5.266609 -1.261896 0.094 0.101 -0.315 -0.1125
H -1.126234 5.426467 -1.233818 0.128 -0.096 0.081 0.0636
H 0.342605 5.821438 -2.129001 -0.095 0.001 0.160 0.0794
H 0.401087 5.711279 -0.361218 -0.104 -0.131 -0.250 0.0661
H 2.125806 2.588842 -1.832957 -0.067 0.182 0.163 0.0128
H 2.443320 4.000732 -0.795157 -0.148 -0.090 -0.173 0.0692
H 2.140053 4.216924 -2.533874 -0.005 0.008 0.161 0.0756
C 0.648844 2.501961 1.716003 0.774 -0.971 1.441 -0.2867
C -0.388755 4.754773 2.290354 -0.195 0.327 0.093 -0.1104
H 1.431480 4.434146 1.109721 -0.104 -0.161 0.094 0.1032
H -1.209653 4.163859 2.718769 0.215 0.147 -0.150 0.0766
H -0.816192 5.599618 1.733920 0.009 -0.141 0.107 0.0692
H 0.183337 5.182547 3.124676 -0.115 -0.073 0.015 0.0817
H 0.018601 2.029620 2.474662 0.083 0.280 -0.250 0.0560
H 1.640929 2.044743 1.630716 -0.593 0.181 0.044 -0.0152
H -0.529371 -0.604189 1.552565 -0.105 0.045 0.283 -0.0005
C 4.787406 1.059867 1.508017 0.400 -0.019 0.297 -0.4576
H 4.562798 0.788031 2.540406 0.054 0.024 -0.123 0.0167
H 5.120067 2.094754 1.447888 0.075 -0.133 0.033 0.0153
H 5.520728 0.378429 1.074683 -0.008 0.166 0.151 0.0154
O -1.324682 -0.179103 2.062845 0.182 -0.427 1.786 -0.3331
Cl -1.045759 -0.500775 3.754005 0.890 0.059 -2.103 1.0592
O 0.128153 0.314777 4.069977 -1.010 -0.945 -0.016 -0.4238
O -0.789745 -1.945710 3.796089 -0.164 1.107 0.099 -0.4490
O 0.629821 -1.170126 0.712827 0.032 -0.558 0.102 -0.4545
```
Forces are in eV/Å.